ORCA calculation (wB97M-V/def2-TZVPD) on an isolated ion of composition CH3F3N2P and charge +1.

Computed properties:
* SMILES string: NC(F)(F)/[NH+]=P/F
* total charge: +1
* calculated total energy: -790.097938 a.u.
* ΔE to the lowest compared entry with this formula, charge and spin: 58.8 kcal/mol
* LUMO level: -6.9 eV
* HOMO: -16.26 eV

Element x y z (Å)
P: -1.970 -0.410 -0.428
F: -3.057 -0.103 0.746
F: 0.736 1.044 -1.310
F: 1.467 1.204 0.727
N: 1.131 -0.916 -0.231
N: -0.807 0.474 0.259
C: 0.764 0.352 -0.180
H: 1.607 -1.436 0.512
H: -1.194 1.124 1.047
H: 1.324 -1.334 -1.142

ORCA calculation (wB97M-V/def2-TZVPD) on C8H18AgN5O15S as an isolated structure.

Computed properties:
* total charge: -2
* calculated total energy: -2262.779936 a.u.
* LUMO level: 4.0 eV
* HOMO: -1.63 eV

Element x y z (Å)
Ag: 0.651 -0.680 -0.608
S: 1.036 4.763 1.645
O: 3.184 -1.445 -3.253
O: 3.056 -1.199 0.086
O: 1.992 0.185 -2.661
O: 1.892 -3.959 -0.854
O: 0.143 -5.060 -0.937
O: 0.933 3.514 2.817
O: -0.288 -1.205 1.536
O: 4.102 -0.139 1.662
O: 5.141 -1.064 0.185
O: -1.014 0.719 -1.339
O: 1.554 6.086 2.022
O: 0.073 -3.074 -1.562
O: 2.813 0.067 -4.534
O: -0.193 4.876 0.831
O: 2.111 3.852 0.815
N: -2.072 -2.333 2.196
N: 0.706 -4.002 -1.106
N: -2.405 1.269 -2.977
N: 2.662 -0.402 -3.460
N: 4.070 -0.842 0.672
C: -2.442 -2.781 0.825
C: -2.074 0.934 -1.734
C: -0.931 -1.607 2.460
C: 1.851 2.439 0.860
C: -0.372 -1.611 3.898
C: 0.965 2.208 2.169
C: -3.242 0.838 -0.727
C: -1.325 1.316 -4.016
H: -0.002 1.758 1.943
H: -3.241 -3.522 0.793
H: -0.856 -0.846 4.506
H: -0.736 -2.535 4.347
H: -0.802 2.269 -3.927
H: -2.717 -2.638 2.910
H: -3.297 1.153 -3.436
H: 1.326 2.106 -0.035
H: -3.792 1.773 -0.621
H: -0.638 0.498 -3.801
H: 1.419 1.562 2.921
H: -3.897 0.018 -1.019
H: -2.605 -1.880 0.234
H: -1.772 1.156 -4.996
H: 2.760 1.846 0.761
H: -2.820 0.610 0.252
H: 0.713 -1.599 3.803
H: -1.619 -3.392 0.452

ORCA calculation (wB97M-V/def2-TZVPD) on a 2-piece molecular cluster, C2H7O2P overall.

Computed properties:
* total charge: 0
* calculated total energy: -572.088446 a.u.
* ΔE to the lowest compared entry with this formula, charge and spin: 102.9 kcal/mol
* LUMO level (alpha / beta): -1.7 / -0.3 eV
* HOMO (alpha / beta): -9.26 / -8.99 eV

Element x y z (Å)
P: 0.018 0.944 0.877
O: 2.008 1.196 -0.996
O: -0.246 2.405 0.713
C: -1.787 -1.889 0.407
C: 0.929 0.439 -0.792
H: 0.197 0.416 -1.595
H: 1.216 -0.639 -0.579
H: -2.235 -2.181 1.322
H: 1.670 2.079 -1.024
H: 1.201 0.804 1.786
H: -1.206 -2.653 -0.083
H: -1.763 -0.921 -0.036